[1]
Computed, not measured: a gas-phase ion, C2H4N2O3S (charge -2) in a non-equilibrium geometry, with ωB97M-V/def2-TZVPD.

Calculated values
- 2S+1 = 1
- net charge = -2
- E_tot (eV) = -22093.47867

XYZ file:
```
12
Properties=species:S:1:pos:R:3:forces:R:3
C 2.3287 0.4880 0.6341 -0.686 -1.244 2.525
S 0.7292 1.0263 0.2217 -0.436 0.819 -0.466
O 1.0096 1.9375 -0.9166 -0.911 -0.415 0.089
O 0.0019 1.7449 1.3106 0.355 -0.681 -0.435
N -0.1437 -0.3506 -0.2067 0.936 0.749 0.333
C -1.4341 -0.3180 -0.5149 1.024 -1.155 -0.191
N -1.8289 -1.8276 -0.6781 -0.632 0.755 -0.412
O -2.2335 0.6011 -0.6499 -0.576 -0.664 -0.355
H 2.5692 1.4600 1.1667 0.331 -0.828 -0.290
H 2.1518 -0.3090 1.5272 0.329 1.573 -1.578
H -1.0186 -2.3084 -0.2331 -0.848 0.283 -1.361
H -2.1315 -2.1443 -1.6611 1.113 0.808 2.141
```
Positions in Å, forces in eV/Å.

[2]
Computed, not measured: 3 unconnected molecules or ions with the total composition C31H22FN4O6 in a non-equilibrium geometry, with ωB97M-V/def2-TZVPD.

Calculated values
- 2S+1 = 1
- net charge = +1
- E_tot (eV) = -53460.12616

XYZ file:
```
64
Properties=species:S:1:pos:R:3:forces:R:3
N 2.1848 2.9386 -2.9631 0.024 1.856 -1.074
C 2.0905 2.7193 -4.2762 0.212 -0.575 0.896
N 2.6726 3.5696 -5.1728 1.087 -0.666 -0.092
N 1.3638 1.6043 -4.6586 -0.726 0.834 -0.454
C 0.0265 1.9230 -5.0793 -0.143 -1.195 -0.657
O -0.4629 1.4017 -6.0246 -0.045 0.097 0.461
N -0.6063 2.8552 -4.1971 0.200 0.099 -0.035
C -0.7522 4.1281 -4.7645 0.157 0.111 -1.185
O -0.5121 4.4360 -5.8900 0.264 -0.151 0.870
F -1.1033 4.9935 -3.8419 -0.418 0.213 0.357
H 1.3044 3.3170 -2.5952 -0.205 -1.344 0.935
H 2.9231 3.6216 -2.8199 -0.147 0.368 0.274
H 2.1274 4.3561 -5.4888 -0.138 0.189 0.022
H 3.6209 3.4954 -5.4986 0.097 -0.164 -0.228
H 1.8397 1.0740 -5.3846 -0.081 0.125 -0.335
H -1.4707 2.4748 -3.8274 -0.080 0.075 0.328
C 6.7962 -2.9790 -1.2509 -0.007 -0.042 0.032
C 6.4450 -4.0719 -0.4658 0.003 0.063 -0.048
C 5.1220 -4.2814 -0.1150 0.109 -0.065 0.018
C 4.1440 -3.3926 -0.5388 -0.033 0.145 -0.070
C 4.4996 -2.2813 -1.3107 -0.092 -0.029 0.041
C 5.8270 -2.0855 -1.6720 0.116 -0.024 0.007
C 3.4756 -1.2949 -1.7370 0.132 0.129 -0.118
O 3.7719 -0.3255 -2.4166 -0.045 0.033 -0.038
C 2.0676 -1.5135 -1.3084 0.170 -0.063 0.016
C 1.1122 -0.5723 -1.6536 -0.337 0.209 -0.039
C -0.2084 -0.7538 -1.2847 0.018 -0.117 0.053
C -0.5824 -1.8896 -0.5713 -0.020 0.054 -0.027
C 0.3708 -2.8307 -0.2182 -0.121 0.061 0.001
C 1.6999 -2.6416 -0.5778 0.011 0.061 -0.044
C 2.7236 -3.6451 -0.1664 -0.003 -0.218 0.125
O 2.4055 -4.6332 0.4554 -0.017 0.013 0.005
H 7.8294 -2.8235 -1.5297 0.015 -0.002 0.000
H 7.2060 -4.7624 -0.1291 0.011 -0.013 -0.003
H 4.8457 -5.1329 0.4902 -0.112 0.006 -0.006
H 6.0981 -1.2330 -2.2779 -0.081 0.051 -0.002
H 1.4076 0.3060 -2.2112 0.123 -0.044 -0.014
H -0.9527 -0.0126 -1.5510 -0.040 -0.019 0.013
H -1.6165 -2.0367 -0.2868 -0.003 -0.011 0.025
H 0.0870 -3.7116 0.3399 0.095 -0.045 0.021
C -6.0142 -1.1522 6.4715 -0.005 -0.038 -0.060
C -6.1888 -2.0211 5.3995 0.019 0.045 0.049
C -5.4875 -1.8236 4.2228 -0.086 -0.092 0.048
C -4.6151 -0.7488 4.1088 0.047 0.122 0.052
C -4.4556 0.1367 5.1793 0.031 -0.046 -0.149
C -5.1506 -0.0758 6.3623 -0.086 -0.046 0.092
C -3.5601 1.3203 5.0661 -0.020 0.096 0.227
O -3.4133 2.0881 5.9915 0.017 0.018 -0.020
C -2.8486 1.5443 3.7741 -0.021 -0.067 -0.093
C -2.0488 2.6699 3.6228 0.100 0.103 -0.061
C -1.3729 2.8819 2.4337 0.001 -0.055 -0.056
C -1.4876 1.9650 1.3929 -0.031 0.051 0.107
C -2.2887 0.8467 1.5381 0.181 0.142 -0.204
C -2.9763 0.6366 2.7239 -0.055 0.010 0.117
C -3.8561 -0.5599 2.8452 -0.073 -0.219 -0.132
O -3.9467 -1.3529 1.9295 0.036 0.023 -0.016
H -6.5574 -1.3141 7.3925 -0.009 -0.003 0.012
H -6.8726 -2.8547 5.4846 -0.004 -0.015 0.007
H -5.6170 -2.4999 3.3900 0.078 0.034 -0.066
H -5.0165 0.6036 7.1919 0.061 0.078 -0.047
H -1.9599 3.3767 4.4356 -0.058 -0.060 0.086
H -0.7531 3.7610 2.3174 0.009 0.013 0.013
H -0.9510 2.1268 0.4660 0.024 -0.007 -0.004
H -2.3824 0.1359 0.7299 -0.107 -0.090 0.065
```
Positions in Å, forces in eV/Å.

[3]
Computed, not measured: 4 unconnected molecules or ions with the total composition C16H40ClN3O6, with ωB97M-V/def2-TZVPD.

Calculated values
- 2S+1 = 1
- E_tot (eV) = -46516.45997

XYZ file:
```
66
Properties=species:S:1:pos:R:3:forces:R:3
C 3.6600 -4.0892 -2.3510 -0.022 0.020 -0.039
O 3.5211 -2.6975 -2.1548 0.035 -0.046 0.019
C 3.1561 -2.2987 -0.8457 -0.089 0.120 0.028
C 4.3198 -2.1883 0.1442 0.080 -0.065 0.005
C 4.8399 -3.5303 0.6481 -0.002 -0.009 0.032
N 5.4416 -1.4113 -0.3881 -0.077 0.058 -0.047
H 2.9321 -4.6480 -1.7532 0.005 -0.010 0.000
H 4.6638 -4.4444 -2.1037 -0.014 -0.015 0.031
H 3.4748 -4.2895 -3.4059 0.003 0.003 0.000
H 2.7129 -1.3068 -0.9523 -0.001 -0.010 -0.043
H 2.3763 -2.9650 -0.4521 0.031 -0.023 0.018
H 3.9248 -1.6384 1.0045 -0.047 -0.002 -0.018
H 5.4544 -4.0273 -0.1038 -0.019 0.003 -0.015
H 5.4637 -3.3812 1.5288 0.024 0.009 -0.021
H 4.0197 -4.1983 0.9177 0.000 0.002 -0.001
H 5.1274 -0.4716 -0.6094 0.013 0.009 0.045
H 5.7111 -1.8142 -1.2814 0.032 -0.018 0.027
C -2.2838 -0.6427 2.9026 0.020 0.020 -0.021
O -0.9347 -0.3476 3.2106 -0.143 0.026 0.019
C -0.5526 -0.5916 4.5538 0.139 0.032 0.023
C -0.1746 -2.0476 4.8483 -0.006 -0.072 -0.052
C -1.3683 -2.9897 4.9599 -0.014 -0.014 0.032
N 0.7742 -2.5904 3.8754 0.018 0.115 -0.018
H -2.9397 -0.4317 3.7528 -0.009 -0.010 -0.002
H -2.4180 -1.6837 2.6006 -0.014 -0.008 0.035
H -2.5798 -0.0057 2.0685 0.001 0.006 0.005
H 0.3329 0.0279 4.7176 -0.007 0.016 -0.040
H -1.3356 -0.2386 5.2378 -0.019 -0.055 0.001
H 0.3299 -2.0361 5.8201 -0.017 0.036 0.009
H -1.7739 -3.2365 3.9782 0.002 0.020 -0.004
H -1.0602 -3.9245 5.4263 0.015 -0.007 -0.028
H -2.1671 -2.5524 5.5620 0.000 0.002 -0.003
H 1.6307 -2.0454 3.8855 0.021 -0.044 0.039
H 0.3912 -2.4560 2.9436 -0.009 -0.043 0.006
C -2.9703 4.1403 -3.3713 0.076 0.073 -0.001
O -2.3775 2.8956 -3.6903 -0.075 0.038 0.061
C -3.1279 1.7586 -3.3141 0.082 -0.147 0.031
C -4.2366 1.3584 -4.2956 -0.044 0.067 -0.058
C -5.4735 2.2482 -4.2330 -0.036 -0.013 0.015
N -3.7694 1.2884 -5.6802 0.108 -0.012 0.056
H -3.5251 4.0890 -2.4288 -0.008 -0.012 -0.002
H -3.6417 4.4891 -4.1596 -0.039 -0.018 0.026
H -2.1680 4.8689 -3.2609 0.024 -0.029 -0.002
H -2.4056 0.9385 -3.2680 0.027 0.029 -0.026
H -3.5366 1.8916 -2.3018 -0.055 0.031 -0.029
H -4.5422 0.3472 -4.0064 0.017 0.004 0.037
H -5.3025 3.2028 -4.7311 0.018 0.001 0.012
H -6.3057 1.7623 -4.7409 0.015 0.007 -0.028
H -5.7694 2.4479 -3.2014 0.004 0.003 -0.001
H -3.0284 0.5993 -5.7603 -0.045 -0.038 -0.016
H -3.3309 2.1746 -5.9146 -0.048 0.007 -0.023
O 1.6941 0.3960 0.8472 0.172 -0.117 -0.368
C 1.0786 1.4149 0.9707 0.036 0.015 0.392
C -0.4031 1.5836 0.8034 0.073 0.150 0.160
C -0.8049 2.8279 0.0070 -0.078 0.123 0.076
O -1.2007 3.9279 0.8166 -0.122 -0.106 0.058
O 1.6794 2.5847 1.3449 -0.263 0.248 -0.455
C 2.9572 2.8054 0.7705 0.184 -0.174 0.248
Cl 3.3708 4.5018 1.0115 -0.017 0.022 0.024
H -0.8032 1.6548 1.8211 -0.133 -0.112 -0.083
H -0.7929 0.6678 0.3636 0.042 -0.006 0.035
H -1.6584 2.5734 -0.6246 0.064 0.056 -0.064
H 0.0111 3.1693 -0.6385 -0.033 -0.167 -0.069
H -0.9336 3.7696 1.7262 0.145 0.073 -0.060
H 3.7184 2.1988 1.2541 -0.021 0.002 -0.019
H 2.9281 2.6158 -0.3013 -0.005 -0.046 0.051
```
Positions in Å, forces in eV/Å.

[4]
Computed, not measured: a single C17H8F6N2O2 molecule in a non-equilibrium geometry, with ωB97M-V/def2-TZVPD.

Calculated values
- 2S+1 = 1
- E_tot (eV) = -41135.24257

XYZ file:
```
35
Properties=species:S:1:pos:R:3:forces:R:3
N -0.5761 1.7828 -6.4504 0.183 0.244 -0.328
C 0.2602 1.9621 -5.6818 1.240 -0.407 3.167
O 1.1335 2.0615 -4.6376 -1.177 0.682 -3.711
C 0.8716 1.4457 -3.4364 -1.693 -0.188 -1.159
C 1.9685 1.2379 -2.6882 1.072 -0.414 3.606
C 1.6873 0.7841 -1.3509 0.189 -0.306 -1.567
C 0.3973 0.4121 -0.8910 4.092 -0.396 2.008
C 0.2309 -0.2240 0.5424 -0.701 0.743 0.281
C -0.7685 0.6144 1.3754 -1.851 -0.421 0.863
C -0.7569 2.0316 1.3297 -0.707 -1.517 1.538
C -1.6994 2.7961 2.0916 1.490 -0.263 -2.485
C -2.6826 2.1095 2.7426 0.343 1.453 0.765
O -3.6887 2.9413 3.3046 -1.449 -1.271 3.069
C -4.3031 2.4792 4.4662 -0.948 -1.512 0.229
N -4.9107 1.9724 5.3650 2.616 2.354 -3.591
C -2.6423 0.7567 2.8967 -2.327 -1.819 0.040
C -1.7618 -0.0538 2.2069 1.708 1.779 -1.039
C 1.4927 -0.3128 1.4533 1.077 0.226 1.327
F 2.2675 0.9061 1.4706 -1.737 -2.786 -0.080
F 2.2435 -1.3591 1.1116 0.651 0.761 -0.697
F 1.2079 -0.6056 2.7767 -0.226 1.151 -1.653
C -0.3095 -1.6810 0.2410 1.413 -1.626 -0.984
F -1.5149 -1.6998 -0.2237 -2.177 0.963 -0.322
F -0.3539 -2.6023 1.2602 1.165 1.189 -0.692
F 0.4046 -2.2115 -0.8513 0.088 0.330 2.111
C -0.6128 0.5522 -1.7452 -3.901 1.965 -1.604
C -0.4045 1.1205 -3.0226 -0.360 -0.638 1.521
H 3.0104 1.5201 -2.9867 -1.299 -0.369 0.203
H 2.5440 0.6634 -0.7285 0.312 -0.108 0.406
H 0.0777 2.4732 0.8272 0.026 0.582 -0.434
H -1.6931 3.8756 1.9026 -0.184 -0.425 0.629
H -3.5516 0.3014 3.3600 1.096 0.221 0.032
H -1.8035 -1.1336 2.3057 -0.044 0.266 -0.053
H -1.7169 0.5672 -1.4149 1.926 -0.706 -0.469
H -1.3293 1.3278 -3.5191 0.095 0.261 -0.927
```
Positions in Å, forces in eV/Å.

[5]
Computed, not measured: 2 unconnected molecules or ions with the total composition C4H12N2 in a non-equilibrium geometry, with ωB97M-V/def2-TZVPD.

Calculated values
- 2S+1 = 1
- E_tot (eV) = -7321.47291

XYZ file:
```
18
Properties=species:S:1:pos:R:3:forces:R:3
C -0.7732 -1.6607 -1.4702 -0.710 -0.418 0.710
C -1.9859 -1.2494 -1.0908 0.863 1.675 -0.387
C -2.3166 -0.8135 0.3134 0.453 -0.485 0.388
H -0.5600 -2.0636 -2.4506 0.028 0.420 -0.200
H 0.0088 -1.6673 -0.7234 0.134 -0.386 -0.069
H -2.6759 -0.9001 -1.8559 -0.408 -0.781 -0.019
H -2.3711 0.2558 0.5316 -0.291 0.122 -0.650
H -1.5408 -1.1458 1.0121 -0.132 -0.317 -0.121
H -3.2629 -1.2766 0.5919 -0.061 0.111 0.261
N 1.6631 0.0709 -0.0954 -0.106 -0.576 0.056
C 1.1838 1.1116 0.8145 0.942 0.189 -0.544
N 2.0038 2.2912 0.9502 -0.925 0.076 0.253
H 2.3794 -0.4800 0.3484 0.147 -0.084 0.195
H 2.0504 0.3283 -0.9952 -0.369 0.591 0.116
H 1.1593 0.6158 1.7827 -0.309 0.172 0.133
H 0.1820 1.4443 0.5531 -0.138 -0.290 -0.223
H 2.1294 2.8934 0.1570 0.175 -0.124 0.035
H 2.7264 2.2456 1.6267 0.708 0.104 0.064
```
Positions in Å, forces in eV/Å.

[6]
Computed, not measured: a single C2H6N2 molecule in a non-equilibrium geometry, with ωB97M-V/def2-TZVPD.

Calculated values
- 2S+1 = 1
- E_tot (eV) = -5149.79442

XYZ file:
```
10
Properties=species:S:1:pos:R:3:forces:R:3
C -1.0597 0.7158 1.5391 0.587 -0.085 -0.392
N -0.0021 0.3531 0.9034 -0.174 0.358 0.875
N -0.0858 -0.0887 -0.3432 -0.744 0.043 -0.764
C 1.0727 -0.5553 -1.0690 -0.162 -0.179 -0.145
H -2.0360 0.6626 1.0664 -0.256 0.002 -0.054
H -0.9988 1.1293 2.5507 0.255 -0.320 -0.472
H -0.9943 -0.1445 -0.8081 0.361 0.067 0.368
H 0.7641 -0.7667 -2.1092 0.118 0.129 0.526
H 1.4546 -1.4780 -0.6346 0.136 -0.130 -0.014
H 1.8854 0.1724 -1.0957 -0.120 0.115 0.073
```
Positions in Å, forces in eV/Å.